This record from the Open Molecules 2025 dataset describes a cluster of 4 separate species, C4H16N2O5 in total in a non-equilibrium geometry. The level of theory is wB97M-V/def2-TZVPD.

Calculated values
spin multiplicity = 1
Kohn-Sham gap = 10.02 eV
charge = 0
energy relative to the best compared isomer or geometry (same formula, charge and spin) = 208.99 kJ/mol
SMILES = NCCNCC(=O)O.O.O.O
lowest unoccupied orbital energy = 0.420 eV

Cartesian coordinates (Å):
N 0.384 -0.897 1.450
C 0.774 0.431 1.838
C 1.592 1.259 0.873
N 0.880 1.553 -0.409
C -0.470 2.292 -0.270
C -1.627 1.332 -0.659
O -2.516 1.791 -1.320
O -1.542 0.024 -0.446
H -0.053 -1.447 2.158
H 0.945 -1.261 0.697
H 1.263 0.406 2.829
H -0.224 0.959 1.958
H 1.902 2.068 1.553
H 2.490 0.666 0.589
H 1.545 2.120 -0.920
H -0.440 3.038 -1.083
H -0.549 2.784 0.722
H -0.692 -0.264 -0.074
O -4.230 -2.440 0.338
H -3.821 -1.786 -0.252
H -4.292 -1.904 1.139
O 2.113 -2.615 -0.554
H 2.545 -3.068 -1.287
H 1.189 -2.578 -0.824
O 0.909 -1.157 -2.944
H 1.344 -0.292 -3.057
H 0.579 -1.017 -2.047

---

This record from the Open Molecules 2025 dataset describes a cluster of 2 separate species, C4H16N3S in total in a non-equilibrium geometry. The level of theory is wB97M-V/def2-TZVPD.

Calculated values
spin multiplicity = 2
Kohn-Sham gap (alpha / beta) = 3.48 / 9.78 eV
charge = 0
expectation value of S² = 0.75
lowest unoccupied orbital energy (alpha / beta) = 0.482 / 0.399 eV

Cartesian coordinates (Å):
N 0.082 -1.828 0.583
C 1.440 -1.319 0.896
C 1.305 -0.319 1.996
N 2.601 0.322 2.199
H -0.537 -1.839 1.422
H -0.402 -1.234 -0.175
H 0.135 -2.733 0.168
H 2.122 -2.125 1.215
H 1.807 -0.860 -0.037
H 0.477 0.401 1.743
H 1.019 -0.940 2.900
H 2.703 1.033 1.448
H 2.531 0.874 3.064
C -1.850 0.536 -1.912
C -0.990 1.723 -1.473
S -2.095 3.225 -1.150
N -1.020 -0.670 -1.681
H -2.785 0.422 -1.331
H -2.113 0.654 -2.978
H -0.505 1.429 -0.537
H -0.291 2.039 -2.267
H -1.717 3.356 0.088
H -1.674 -1.444 -1.821
H -0.244 -0.705 -2.358

---

This record from the Open Molecules 2025 dataset describes a cluster of 2 separate species, C4H16N4P in total in a non-equilibrium geometry. The level of theory is wB97M-V/def2-TZVPD.

Calculated values
spin multiplicity = 1
Kohn-Sham gap (alpha / beta) = 8.63 / 8.63 eV
charge = +1
energy relative to the best compared isomer or geometry (same formula, charge and spin) = 188.56 kJ/mol
lowest unoccupied orbital energy (alpha / beta) = -4.784 / -4.784 eV

Cartesian coordinates (Å):
C 3.339 -0.027 0.494
C 2.007 -0.816 0.410
C 1.103 -0.322 -0.718
C 0.791 1.178 -0.571
N -3.125 0.823 1.040
N -2.115 -1.626 0.496
N -2.512 0.001 -1.480
N -0.086 1.422 0.607
P -2.051 -0.015 0.164
H 3.178 0.926 0.813
H 3.920 -0.537 1.285
H 3.772 0.136 -0.390
H 2.089 -1.840 0.216
H 1.539 -0.771 1.321
H 1.488 -0.439 -1.830
H 0.233 -1.004 -0.689
H 0.413 1.725 -1.506
H 1.571 1.909 -0.261
H -4.040 0.391 1.185
H -3.166 1.817 0.944
H -1.704 -1.991 1.309
H -2.544 -2.196 -0.221
H -1.999 -0.623 -2.098
H -2.493 0.959 -1.848
H 0.395 0.919 1.329

---

This record from the Open Molecules 2025 dataset describes a structure of composition C4H16N8O4Tl in a non-equilibrium geometry. The level of theory is wB97M-V/def2-TZVPD.

Calculated values
spin multiplicity = 1
Kohn-Sham gap = 1.09 eV
charge = +3
energy relative to the best compared isomer or geometry (same formula, charge and spin) = 282.37 kJ/mol
lowest unoccupied orbital energy = -14.858 eV

Cartesian coordinates (Å):
Tl -26.176 -4.150 -17.805
C -26.626 -3.774 -10.272
O -26.646 -3.981 -11.442
N -27.717 -3.535 -9.592
N -25.598 -3.649 -9.573
H -28.537 -3.538 -10.182
H -27.687 -3.276 -8.616
H -25.565 -3.605 -8.565
H -24.759 -3.905 -10.075
C -31.181 -8.524 -21.347
O -30.666 -7.645 -20.751
N -30.659 -9.670 -21.647
N -32.364 -8.342 -21.896
H -31.193 -10.292 -22.236
H -29.736 -9.927 -21.326
H -32.846 -7.456 -21.843
H -32.709 -9.139 -22.411
C -20.212 -0.945 -14.539
O -21.275 -1.353 -14.895
N -19.373 -1.646 -13.842
N -19.790 0.257 -14.867
H -19.508 -2.646 -13.783
H -18.553 -1.254 -13.402
H -18.793 0.343 -15.009
H -20.461 0.868 -15.309
C -26.812 2.508 -15.319
O -27.321 1.464 -15.696
N -25.979 2.550 -14.371
N -26.808 3.618 -15.983
H -25.316 3.302 -14.250
H -25.732 1.703 -13.880
H -25.853 3.868 -16.197
H -27.514 3.671 -16.703

---

| no. | DFT total energy (eV) |
| --- | --- |
| 1 | -17624.5552 |
| 2 | -19709.3364 |
| 3 | -19648.7960 |
| 4 | -29180.2910 |